(1)
DFT (ωB97M-V/def2-TZVPD) results for a molecular structure, C22H22BCuN3O5S2 in a non-equilibrium geometry.

Computed properties:
**Molar mass**: 546.93 g/mol
**Charge**: +2
**Spin multiplicity**: 2
**Strongest force on any atom**: 0.0795 Eh/bohr
**Orbital gap (spin up / spin down)**: 6.638 / 4.901 eV
**E_HOMO (spin up / spin down)**: -13.68 / -13.68 eV
**LUMO (spin up / spin down)**: -7.04 / -8.78 eV

Each line ends with the Löwdin charge.
Positions of all 56 atoms, in Å:
O  0.2548  -3.3370  4.0844  0.0863
C  0.5171  -3.4248  2.9133  -0.3154
C  1.4058  -4.5818  2.3423  0.0263
C  1.2510  -5.0373  1.0624  0.0355
C  0.1138  -4.3823  0.1965  -0.2957
O  -0.4885  -5.1032  -0.5642  0.1316
C  -0.1630  -2.8753  0.4342  0.0074
C  -0.5788  -1.9399  -0.6322  0.0625
B  -0.7462  -2.4477  -2.1667  -0.5414
O  0.2317  -2.2359  -3.1609  0.1211
O  -1.9112  -3.1662  -2.5218  0.1314
C  -0.8174  -0.5050  -0.3219  -0.1056
C  -1.2114  0.5507  -1.4036  -0.1354
C  0.0027  0.9910  -2.3381  -0.1536
C  1.0334  1.9642  -1.6063  -0.1353
C  1.9580  1.1944  -0.5766  -0.1035
N  3.4155  1.4891  -0.7018  -0.0924
C  4.1392  1.2492  0.4956  0.0795
C  5.5828  1.5426  0.2491  0.0309
C  5.5741  1.9708  -1.1369  0.0381
C  4.1834  1.9054  -1.7477  0.1018
C  -0.6376  -0.0405  1.0835  -0.1931
C  -0.8624  1.4573  1.5244  -0.2479
C  -2.2062  1.6401  2.3540  -0.4233
S  -3.6418  0.7359  1.5762  1.0209
C  -4.4516  1.8513  0.4018  -0.5798
N  -4.9102  3.1141  0.6000  -0.0658
N  -5.4387  3.4839  -0.6129  0.0636
C  -5.2688  2.4798  -1.4708  -0.0506
O  -4.6511  1.3698  -0.8552  0.0439
C  -0.2146  -0.9845  2.1650  -0.4027
S  0.0234  -0.3179  3.8599  0.8112
C  0.0261  -2.3899  1.8287  -0.0455
H  2.1955  -5.0857  2.9501  0.1288
H  1.8631  -5.8663  0.6425  0.1315
H  -0.1292  -1.7847  -3.9432  0.1189
H  -1.6309  -3.9914  -2.9702  0.1269
H  -1.7645  1.4364  -0.9758  0.0973
H  -1.9597  0.0626  -2.1018  0.1320
H  -0.4166  1.4490  -3.2740  0.1260
H  0.5484  0.0531  -2.6283  0.0988
H  0.4106  2.6916  -1.0032  0.1055
H  1.5948  2.5981  -2.3457  0.1094
H  1.6538  1.4487  0.4762  0.1157
H  1.8237  0.0875  -0.7656  0.1481
H  3.5982  0.8790  1.3958  0.1541
H  6.4091  1.4579  0.9852  0.1296
H  6.4939  2.3012  -1.6665  0.1276
H  3.8089  2.1273  -2.7686  0.1578
H  -0.0328  1.8201  2.1990  0.0969
H  -0.8518  2.1596  0.6428  0.0874
H  -2.4057  2.7583  2.4231  0.0523
H  -2.1400  1.2677  3.4052  0.0582
H  -5.5794  2.4922  -2.5358  0.1638
H  -1.0021  -0.8673  4.5875  -0.0727
Cu  -4.0007  4.2847  1.9182  0.7008

(2)
DFT (ωB97M-V/def2-TZVPD) results for a molecular structure, C19H37Br14FO4S in a non-equilibrium geometry.

Computed properties:
**Molar mass**: 1499.22 g/mol
**Charge**: 0
**Strongest force on any atom**: 0.3066 Eh/bohr
**Orbital gap**: 6.042 eV
**E_HOMO**: -5.88 eV
**LUMO**: 0.16 eV

Each line ends with the Löwdin charge.
Positions of all 76 atoms, in Å:
C  7.4586  1.4707  -1.3890  -0.0445
C  7.4726  1.3986  -3.0601  -0.3179
F  8.7180  0.7859  -3.5752  -0.0657
O  6.2262  0.7636  -3.5274  -0.8739
S  6.2350  -0.9247  -3.3023  1.0390
O  5.9988  -1.5088  -4.7478  -0.4541
O  4.9381  -1.4854  -2.3544  -0.3822
C  4.1957  -0.3994  -1.7012  -0.1549
C  3.0730  0.2806  -2.9085  -0.1693
C  2.0542  1.5432  -2.2901  -0.0131
O  3.3288  1.7711  -3.3039  -0.5287
H  7.3246  0.3657  -0.9586  0.0943
H  8.4385  1.9809  -1.0039  0.0982
H  6.4693  2.0814  -1.1311  0.1035
H  7.4987  2.5401  -3.4012  0.1771
H  4.8430  0.5018  -1.3324  0.1110
H  3.4158  -0.7598  -0.8861  0.0798
H  2.5753  -0.5092  -3.7466  0.1889
H  1.4121  2.1778  -3.0348  0.1158
H  2.4123  2.1098  -1.3172  0.1072
Br  5.0181  1.3285  -4.5652  1.2328
C  4.7943  1.0879  -6.4881  -0.5375
C  4.9794  2.3924  -7.2279  -0.6902
Br  3.4083  3.5341  -7.0488  0.5891
H  3.8108  0.6367  -6.6412  0.0598
H  5.5680  0.3688  -6.7758  0.0649
H  5.0806  2.2142  -8.3026  0.0521
H  5.8375  2.9725  -6.8775  0.0483
Br  4.1181  -3.6429  4.2205  0.6067
C  3.8943  -3.8835  2.2976  -0.6858
C  4.0794  -2.5790  1.5578  -0.6770
Br  2.5083  -1.4373  1.7369  0.6027
H  2.9108  -4.3348  2.1445  0.0566
H  4.6680  -4.6027  2.0100  0.0318
H  4.1806  -2.7572  0.4831  0.0519
H  4.9375  -1.9990  1.9082  0.0576
Br  0.0665  -1.4171  -0.9196  0.5829
C  -1.3518  -1.5624  0.4118  -0.6798
C  -1.9154  -0.2047  0.7614  -0.7270
Br  -0.7146  0.7738  1.9464  0.5981
H  -0.9313  -2.0930  1.2698  0.0493
H  -2.1178  -2.1884  -0.0571  0.0548
H  -2.8480  -0.3084  1.3238  0.0440
H  -2.0907  0.4305  -0.1113  0.0111
Br  -4.1936  0.1046  -2.2889  0.6306
C  -5.6119  -0.0408  -0.9574  -0.6801
C  -6.1755  1.3170  -0.6079  -0.7015
Br  -4.9747  2.2955  0.5772  0.6368
H  -5.1914  -0.5713  -0.0994  0.0471
H  -6.3779  -0.6667  -1.4264  0.0607
H  -7.1081  1.2133  -0.0454  -0.0033
H  -6.3509  1.9521  -1.4805  0.0600
Br  6.5761  -6.8488  3.3342  0.6033
C  5.7390  -8.1442  4.5286  -0.6886
C  4.6651  -7.4968  5.3717  -0.6987
Br  5.4421  -6.4530  6.8244  0.5880
H  6.5393  -8.5993  5.1176  0.0533
H  5.3055  -8.9010  3.8669  0.0583
H  4.0519  -8.2574  5.8642  0.0587
H  4.0160  -6.8230  4.8058  0.0286
Br  -8.2884  6.6858  -0.1886  0.6040
C  -8.5091  5.9767  1.6153  -0.7021
C  -7.8172  4.6419  1.7669  -0.6864
Br  -8.8489  3.2134  0.9308  0.6476
H  -9.5832  5.9349  1.8129  0.0425
H  -8.0521  6.7242  2.2716  0.0626
H  -7.7476  4.3623  2.8224  0.0472
H  -6.8186  4.6173  1.3221  0.0157
Br  -10.5103  4.0656  4.6783  0.6093
C  -11.4653  2.5516  3.9029  -0.6968
C  -11.9680  1.6141  4.9761  -0.6973
Br  -10.5221  0.5148  5.6865  0.5986
H  -10.7853  2.0749  3.1925  0.0196
H  -12.3032  2.9953  3.3555  0.0626
H  -12.6877  0.9031  4.5595  0.0589
H  -12.4236  2.1307  5.8253  0.0529